# 1
Computed, not measured: a molecular structure, C36H43AsF5N2O11PSSeV, with the ωB97M-V functional and the def2-TZVPD basis.

The geometry in ORCA input format:
```
! RIJCOSX wB97M-V def2-TZVPD def2/J DEFGRID3
* xyz -1 3
V 0.4032 1.2745 0.3338
O -2.0667 3.5653 -2.6180
As -0.5039 3.5779 -1.7632
O 0.7383 4.4309 -2.5000
O 0.0388 1.9182 -1.4418
C -1.1313 4.6419 -0.1926
C -0.6113 5.9312 -0.0973
C -1.2713 6.8919 0.6379
C -2.2110 6.4744 1.5524
C -2.5371 5.1405 1.6479
C -2.0294 4.1769 0.7886
S -2.5434 2.4674 1.1004
O -3.5160 2.5848 2.2174
O -1.2217 1.8660 1.5288
O -3.0300 1.8528 -0.1592
H -1.9636 2.8842 -3.2943
H 0.2533 6.1907 -0.7301
H -0.9349 7.9423 0.6545
H -2.7279 7.1863 2.1645
H -3.3032 4.8195 2.3882
C 3.9472 4.3936 -2.2129
C 4.1536 3.0728 -1.6081
N 3.2542 2.3304 -0.9516
C 3.9113 1.1836 -0.6030
C 5.2029 1.2526 -1.0880
N 5.3337 2.4283 -1.7073
C 6.4203 0.3773 -1.0852
O 6.4127 -0.7790 -0.4658
O 7.3436 0.8631 -1.7089
C 3.1849 0.0510 0.1580
O 3.8065 -1.0339 0.3276
O 1.9459 0.2055 0.4907
H 4.8023 4.7462 -2.8096
H 3.7822 5.1613 -1.4060
H 3.0570 4.4429 -2.9124
H 6.1146 2.8537 -2.2213
H 5.5319 -0.9876 0.0065
F 1.0290 0.9339 7.6854
C 1.0259 1.2522 6.3592
C 0.4640 2.4620 5.9597
F -0.2380 3.1806 6.8921
C 0.4891 2.8351 4.6147
F -0.1222 3.9696 4.1909
C 1.3146 2.1766 3.7086
Se 1.6445 2.8764 1.9000
C 1.9516 0.9831 4.1596
F 2.7607 0.3392 3.3423
C 1.6350 0.4214 5.3904
F 2.0371 -0.8766 5.7450
O -0.5378 -0.4225 0.0579
P -0.8058 -1.7917 -0.5395
C 0.1347 -1.9847 -2.1094
C 0.1298 -3.4491 -2.5393
C 0.6548 -3.6714 -3.9676
C 1.5529 -2.5447 -4.5444
C 1.0380 -1.0948 -4.2417
C -0.2171 -1.1405 -3.3278
C -2.6381 -1.9406 -0.7516
C -3.3793 -1.6543 0.6150
C -4.9068 -1.7086 0.5698
C -5.5182 -1.7459 -0.8050
C -4.7129 -0.8647 -1.7749
C -3.2036 -1.1558 -1.9296
C -0.0369 -3.1102 0.4307
C 0.7318 -2.6418 1.7558
C 0.1176 -3.3697 2.9456
C 0.4770 -4.9415 2.7144
C -0.3314 -5.4230 1.4836
C -1.0659 -4.2712 0.7900
H 1.1643 -1.6925 -1.8217
H -0.8792 -3.9345 -2.4591
H 0.7422 -4.0036 -1.8470
H -0.2472 -3.7949 -4.6210
H 1.1008 -4.6944 -4.0696
H 1.8422 -2.7299 -5.5923
H 2.5147 -2.6541 -4.0157
H 0.6484 -0.5239 -5.1363
H 1.8361 -0.4842 -3.7718
H -1.0895 -1.6128 -3.8478
H -0.3482 -0.1347 -3.0648
H -2.8260 -3.0028 -0.9152
H -3.0921 -0.6166 0.9964
H -2.9959 -2.3217 1.3613
H -5.3165 -0.8496 1.1946
H -5.2785 -2.5697 1.2510
H -6.5851 -1.4481 -0.7977
H -5.5030 -2.7975 -1.2299
H -4.8828 0.1337 -1.4335
H -5.1168 -0.8456 -2.8683
H -2.6745 -0.1831 -2.0156
H -3.0147 -1.6445 -2.8992
H 0.7455 -3.6015 -0.1130
H 0.6288 -1.5357 1.8975
H 1.8058 -2.8653 1.6592
H -0.9580 -3.2696 2.9760
H 0.4888 -3.1015 3.9531
H 0.2005 -5.5164 3.5727
H 1.5629 -5.0227 2.6252
H -0.9833 -6.2915 1.8520
H 0.3370 -5.9170 0.7614
H -1.8529 -3.8310 1.4222
H -1.4832 -4.6486 -0.2034
*
```

Summary:
gap between HOMO and LUMO (alpha / beta): 7.1 / 7.2 eV

# 2
Computed, not measured: 2 unconnected molecules or ions with the total composition C6H17NO, with the ωB97M-V functional and the def2-TZVPD basis.

The geometry in ORCA input format:
```
! RIJCOSX wB97M-V def2-TZVPD def2/J DEFGRID3
* xyz 0 1
C 1.7129 -1.8486 0.6895
C 0.1795 -1.6177 0.6203
N -0.2272 -0.2479 0.4491
C -1.6629 -0.0103 0.2272
C -1.8701 1.1972 -0.6752
C 0.3138 0.7196 1.4972
C 1.3834 1.5308 0.7138
H 1.7164 -2.9376 0.6599
H 2.2075 -1.4264 1.5630
H 2.2542 -1.5233 -0.1895
H -0.1167 -2.1990 -0.2597
H -0.1645 -2.0453 1.5827
H -2.1077 0.3538 1.1744
H -2.1182 -0.9721 -0.0258
H -1.4325 2.0553 -0.1562
H -2.8759 1.5605 -0.8928
H -1.2190 1.1177 -1.5656
H 0.7791 0.0969 2.2622
H -0.5584 1.3197 1.7213
H 1.6915 1.0756 -0.2159
H 2.1499 1.8471 1.4209
H 0.9716 2.4675 0.3060
H 0.3535 -0.5994 -3.2625
H -0.5824 -0.0074 -2.2046
O -0.0118 0.2170 -2.9357
*
```

Summary:
energy above the lowest of the compared OMol25 structures with the same formula, charge and spin: 41.44 kcal/mol
gap between HOMO and LUMO: 9.2 eV
SMILES: CCN(CC)CC.O

# 3
Computed, not measured: a molecular structure, C33H39BrClGe2MoN3O2P, with the ωB97M-V functional and the def2-TZVPD basis.

The geometry in ORCA input format:
```
! RIJCOSX wB97M-V def2-TZVPD def2/J DEFGRID3
* xyz 2 4
Mo 0.3703 0.5699 -0.9572
Br 1.0669 2.5935 -2.5050
C 0.1478 3.9978 -1.5472
C 0.3258 5.2985 -1.9002
C -0.4062 6.2733 -1.1963
C -1.2972 5.8986 -0.2291
C -1.4923 4.5384 0.1099
C -2.4550 4.1264 1.0595
C -2.6108 2.8008 1.3530
C -1.7906 1.8379 0.7381
C -0.8203 2.1649 -0.1824
C -0.7079 3.5412 -0.5336
H 0.9998 5.5794 -2.6982
H -0.2570 7.3155 -1.4404
H -1.8741 6.6518 0.2922
H -3.0796 4.8732 1.5328
H -3.3558 2.4816 2.0701
H -1.9525 0.7982 1.0026
C 5.0212 1.9290 1.7727
N 4.5358 0.5777 2.0347
C 5.2187 -0.3524 1.1438
N 4.9961 -0.0182 -0.2633
C 5.4316 1.3580 -0.5080
N 4.7704 2.3012 0.3866
C 3.3726 2.4598 0.0940
P 2.4040 0.8396 0.2926
C 3.1090 0.4663 2.0238
C 3.6295 -0.2448 -0.6583
H 6.0948 1.9574 1.9571
H 4.5244 2.6347 2.4398
H 4.8707 -1.3691 1.3361
H 6.2891 -0.2952 1.3400
H 5.2159 1.6327 -1.5421
H 6.5079 1.4097 -0.3452
H 3.2630 2.8254 -0.9263
H 2.9336 3.1981 0.7701
H 2.7945 -0.5302 2.3210
H 2.6747 1.1940 2.7129
H 3.5210 -0.0528 -1.7307
H 3.3803 -1.2933 -0.4712
Cl 0.5751 -4.7364 0.3360
C 1.8142 -3.4836 0.0557
C 1.1103 -2.1550 0.2782
O 1.1756 -1.5809 1.3463
O 0.4179 -1.6495 -0.7473
H 2.1890 -3.5949 -0.9574
H 2.5924 -3.6382 0.7950
C -3.5880 -1.5856 2.7527
Ge -1.6213 -1.6469 2.5432
C -0.8345 -3.2787 3.2984
C -0.6876 -0.0135 3.1547
Ge -1.7936 -1.8975 -0.1342
C -2.3133 -0.5129 -1.5134
C -1.4476 0.1150 -2.4073
C -1.9114 0.9566 -3.4156
C -3.2660 1.2169 -3.5033
C -4.1417 0.6412 -2.5896
C -3.6700 -0.2115 -1.6039
C -2.3002 -3.5218 -1.1208
C -3.0435 -4.5135 -0.4855
C -3.4028 -5.6579 -1.1800
C -2.9848 -5.8306 -2.4926
C -2.2297 -4.8492 -3.1223
C -1.9018 -3.6871 -2.4432
H -3.8266 -1.3557 3.7918
H -4.0187 -2.5566 2.5091
H -4.0519 -0.8291 2.1196
H -0.8054 -3.1060 4.3768
H 0.1753 -3.4473 2.9405
H -1.4490 -4.1548 3.1037
H 0.0579 -0.3352 3.8819
H -1.3962 0.6557 3.6407
H -0.1810 0.5073 2.3474
H -0.3748 -0.2149 -2.4610
H -1.2288 1.3904 -4.1339
H -3.6377 1.8703 -4.2803
H -5.2012 0.8487 -2.6615
H -4.3682 -0.6725 -0.9132
H -3.3329 -4.3952 0.5538
H -4.0003 -6.4196 -0.6974
H -3.2432 -6.7327 -3.0304
H -1.9026 -4.9910 -4.1437
H -1.3213 -2.9146 -2.9363
*
```

Summary:
energy above the lowest of the compared OMol25 structures with the same formula, charge and spin: 39.08 kcal/mol
gap between HOMO and LUMO (alpha / beta): 6.8 / 6.5 eV

# 4
Computed, not measured: a single C4H5NO molecule, with the ωB97M-V functional and the def2-TZVPD basis.

The geometry in ORCA input format:
```
! RIJCOSX wB97M-V def2-TZVPD def2/J DEFGRID3
* xyz 0 1
C 0.3305 -0.1315 -0.0799
C 1.6837 0.5611 -0.0211
C -1.0169 -2.2875 -0.0229
C -0.7419 0.9104 -0.1499
N -0.2082 -1.3395 0.0930
O 2.7698 0.0421 0.1609
H 1.4681 1.5152 -0.4914
H -1.4094 -2.8368 0.7595
H -1.6849 0.3354 -0.3399
H -0.3391 1.7345 -0.7739
H -0.8519 1.4965 0.8658
*
```

Summary:
energy above the lowest of the compared OMol25 structures with the same formula, charge and spin: 95.84 kcal/mol
gap between HOMO and LUMO (alpha / beta): 7.8 / 7.8 eV

# 5
Computed, not measured: a molecular structure, C29H33BrNO3PSiSm, with the ωB97M-V functional and the def2-TZVPD basis.

The geometry in ORCA input format:
```
! RIJCOSX wB97M-V def2-TZVPD def2/J DEFGRID3
* xyz 1 6
Sm -0.2896 -0.9313 0.1658
C 1.9784 -6.5535 0.6454
C 0.9403 -5.6561 0.0666
C -0.0374 -6.1443 -0.8627
C -0.9493 -5.2665 -1.3953
C -0.8746 -3.9439 -0.9907
Br -2.0284 -2.6442 -1.7066
N 0.0280 -3.4455 -0.0959
C 0.9043 -4.3036 0.3991
H 1.6017 -7.5679 0.7628
H 2.3224 -6.1923 1.6117
H 2.8446 -6.6034 -0.0187
H -0.0520 -7.1899 -1.1334
H -1.7008 -5.5820 -2.1022
H 1.6096 -3.9075 1.1210
C 3.7122 -2.1891 -1.2666
Si 2.6149 -0.7178 -0.9320
C 2.5316 -0.5227 0.9883
C 3.3930 0.8207 -1.6254
O 1.0664 -0.9363 -1.4345
H 4.7510 -1.8729 -1.3559
H 3.4419 -2.6789 -2.2008
H 3.6610 -2.9345 -0.4740
H 3.0429 0.3944 1.2799
H 3.0474 -1.3549 1.4699
H 1.5674 -0.4568 1.5129
H 4.2725 1.0952 -1.0414
H 2.7088 1.6685 -1.6274
H 3.7211 0.6570 -2.6517
C 2.1537 5.7991 0.3824
C 0.8589 5.8543 -0.1219
C 0.1276 4.6922 -0.2824
C 0.6890 3.4612 0.0546
C 1.9885 3.4116 0.5444
C 2.7195 4.5795 0.7136
P -0.2628 1.9229 -0.0365
C -1.5522 2.1504 1.2359
C -1.2228 1.7245 2.5203
C -2.1149 1.8820 3.5709
C -3.3486 2.4709 3.3393
C -3.6825 2.9085 2.0644
C -2.7880 2.7540 1.0186
C -1.1235 1.8576 -1.6277
C -2.3105 1.1300 -1.7417
C -2.8696 0.8933 -2.9918
C -2.2512 1.3787 -4.1326
C -1.0726 2.1060 -4.0244
C -0.5070 2.3385 -2.7829
H 2.7187 6.7102 0.5141
H 0.4201 6.8064 -0.3817
H -0.8847 4.7457 -0.6638
H 2.4342 2.4603 0.7996
H 3.7267 4.5340 1.1009
H -0.2521 1.2692 2.7204
H -1.8474 1.5489 4.5626
H -4.0496 2.5962 4.1522
H -4.6408 3.3735 1.8861
H -3.0620 3.0975 0.0295
H -2.8327 0.7756 -0.8538
H -3.7974 0.3434 -3.0682
H -2.6889 1.2013 -5.1045
H -0.5899 2.4870 -4.9121
H 0.4201 2.8937 -2.7166
C -3.0829 -2.1312 2.8553
C -2.0244 -1.5728 1.9676
O -2.3620 -0.8722 0.9538
O -0.7924 -1.8090 2.1958
H -3.8065 -1.3515 3.0872
H -2.6543 -2.5504 3.7607
H -3.6123 -2.9109 2.3045
*
```

Summary:
gap between HOMO and LUMO (alpha / beta): 8.7 / 8.8 eV

Calculated electronic energy (eV), listed in the same order as above: -249121.8736 -10033.7853 -250144.6993 -7762.3706 -143354.4649